1.
9 unconnected molecules or ions with the total composition C21H37Cl16N, computed with the ωB97M-V functional and the def2-TZVPD basis.

Each line ends with the Mulliken charge.
Atoms and positions in Å:
C 0.310843 -0.269731 -0.427702  -0.2673
C -1.029959 -0.364714 -0.810658  -0.2907
C -1.674321 0.614052 -1.574835  -0.3000
N -0.986204 1.756109 -1.910550  -0.5225
C 0.273964 1.903407 -1.454962  -0.1841
C 0.947003 0.894628 -0.754478  -0.2733
H 0.709279 -0.978736 0.282906  0.3816
H -1.579878 -1.198920 -0.400675  0.3418
H -2.618352 0.473070 -2.080122  0.3981
H 0.734892 2.831699 -1.758625  0.3775
H 2.003751 0.988719 -0.552394  0.3399
Cl 8.967622 -0.241563 2.936415  -0.1710
C 9.605579 -1.455738 3.969558  -0.3788
C 9.415961 -1.114308 5.455760  -0.4394
Cl 7.749667 -0.857119 5.931790  -0.1728
H 10.663045 -1.422512 3.707370  0.2668
H 9.128419 -2.408556 3.740310  0.3006
H 9.935214 -0.205827 5.760947  0.3135
H 9.711475 -1.976827 6.053115  0.2810
Cl -4.873199 9.692228 -5.718846  -0.1829
C -4.371306 8.080863 -5.093471  -0.4701
C -4.042052 7.080119 -6.149891  -0.3724
Cl -2.552772 7.539870 -7.005170  -0.1800
H -5.266411 7.711542 -4.592967  0.2667
H -3.597288 8.286656 -4.354131  0.3420
H -4.889300 6.986158 -6.829186  0.3017
H -3.958405 6.082436 -5.718918  0.2950
Cl -1.764371 -1.977672 6.677547  -0.1845
C -0.129188 -2.510603 7.099713  -0.4232
C -0.054020 -2.911428 8.572173  -0.3971
Cl -0.002711 -1.351985 9.470867  -0.1912
H 0.552714 -1.688758 6.881366  0.3299
H 0.063774 -3.409832 6.514696  0.2795
H 0.950395 -3.306011 8.725576  0.2428
H -0.793940 -3.526976 9.083763  0.3438
Cl -2.318578 -8.116859 3.074782  -0.1772
C -3.541901 -9.458370 3.272837  -0.2925
C -4.386539 -9.227703 4.519114  -0.5912
Cl -3.567560 -9.243602 6.081365  -0.1794
H -3.048238 -10.419465 3.416704  0.2970
H -4.280673 -9.475588 2.471567  0.2737
H -5.217621 -9.881107 4.784580  0.3367
H -4.917377 -8.282297 4.407241  0.3330
Cl 2.171106 -10.118702 -2.392427  -0.2089
C 2.935973 -8.522260 -2.786324  -0.3201
C 3.990829 -8.222820 -1.680406  -0.4506
Cl 4.396041 -6.532641 -1.469495  -0.1977
H 2.140168 -7.781438 -2.708949  0.2724
H 3.289115 -8.631351 -3.811751  0.2979
H 4.969948 -8.658488 -1.879425  0.2970
H 3.660243 -8.566626 -0.700290  0.3100
Cl -7.901302 3.745474 0.639203  -0.1843
C -7.664247 4.034287 2.381775  -0.4094
C -6.223516 4.555659 2.565957  -0.4469
Cl -6.058081 6.346593 2.421084  -0.1809
H -8.030865 3.222672 3.010245  0.3175
H -8.350896 4.799369 2.744073  0.2853
H -5.446890 4.076615 1.969748  0.3290
H -5.853603 4.231403 3.538642  0.2895
Cl 1.261195 -3.913461 -7.291247  -0.2007
C -0.383261 -3.485250 -6.553497  -0.4746
C -1.580765 -4.197427 -7.194336  -0.4030
Cl -3.104693 -3.721332 -6.363833  -0.1842
H -0.622522 -2.447146 -6.784130  0.2973
H -0.415949 -3.548792 -5.465838  0.3498
H -1.437017 -5.277704 -7.215133  0.3256
H -1.649292 -3.878971 -8.234529  0.2892
Cl 3.697524 10.405914 -3.703165  -0.1944
C 3.113950 11.872464 -2.748635  -0.3766
C 4.235946 12.894039 -2.577136  -0.4303
Cl 4.367596 13.918326 -4.083204  -0.1946
H 2.765809 11.526706 -1.775310  0.2842
H 2.189136 12.170823 -3.242405  0.3222
H 5.202953 12.398913 -2.488481  0.3046
H 4.073935 13.666405 -1.825264  0.2849

Forces on atoms 1 to 3 (eV/Å):
C -1.7 0.7 0.3
C -0.6 -0.3 0.4
C 2.8 0.9 -0.4

Calculated values
Multiplicity: 1
SMILES string: c1ccncc1.ClCCCl.ClCCCl.ClCCCl.ClCCCl.ClCCCl.ClCCCl.ClCCCl.ClCCCl
Energy relative to the best compared isomer or geometry (same formula, charge and spin), kcal per mole: 60.55
Total energy, eV: -224225.12143

---

2.
2 unconnected molecules or ions with the total composition C26H38N6O5S, computed with the ωB97M-V functional and the def2-TZVPD basis.

Each line ends with the Mulliken charge.
Atoms and positions in Å:
C 5.952033 -1.046868 1.154023  -0.6594
O 6.515902 -0.243525 0.144124  -0.3459
C 6.921959 -1.006453 -0.979240  -0.5580
C 7.454125 -0.066116 -2.039003  -0.7196
C 6.455989 0.970538 -2.595808  -1.1127
C 4.973265 0.630131 -2.460968  -0.0488
C 4.493929 -0.463944 -3.414748  -0.7175
C 2.969581 -0.600311 -3.463017  -1.0334
C 2.379332 -1.179357 -2.153669  -0.2470
C 1.372695 -0.296587 -1.477426  1.3499
C 1.708806 0.956376 -1.002975  0.1785
C 0.740822 1.719909 -0.354245  -0.8329
N -0.492003 1.300987 -0.152498  -1.1468
N -0.801252 0.110436 -0.603751  0.7525
C -2.222847 -0.308023 -0.380315  -0.6324
C -2.958998 0.464310 0.691403  -0.4306
C -4.257778 -0.301635 0.953314  -1.0171
C -5.223826 0.347011 1.930015  -0.6067
C -4.675442 0.636665 3.328034  -0.3286
C -5.511846 1.694525 4.081608  -0.9395
C -4.686856 2.869542 4.598529  -0.7681
S -4.386745 4.026026 3.218714  -0.1503
C -2.829849 4.636743 3.680307  0.4942
N -2.494176 5.223454 4.779568  -0.3013
N -1.138430 5.515060 4.673089  -0.3960
C -0.781213 5.099402 3.516622  -0.0018
O -1.778601 4.521920 2.816278  -0.2103
C 0.046393 -0.699801 -1.262159  0.4920
C -0.471423 -2.011932 -1.753897  -0.4652
C -0.734550 -2.189896 -3.100109  -0.4877
C -1.203331 -3.431362 -3.503599  -0.5309
C -1.373753 -4.419773 -2.555466  -0.5132
C -1.075647 -4.137085 -1.230688  -0.3521
N -0.627961 -2.953054 -0.829794  -0.5068
H 6.658065 -1.809377 1.501341  0.3148
H 5.686076 -0.399976 1.988280  0.2309
H 5.045300 -1.556708 0.799000  0.2337
H 7.708634 -1.710819 -0.677130  0.5214
H 6.077811 -1.613936 -1.334854  0.2196
H 8.298457 0.462496 -1.590152  0.3912
H 7.874987 -0.663387 -2.852777  0.3382
H 6.656152 1.139653 -3.658082  0.3895
H 6.641365 1.926482 -2.102489  0.3425
H 4.400168 1.534722 -2.705365  0.4351
H 4.739699 0.379490 -1.421921  0.1347
H 4.900049 -1.439940 -3.130832  0.2258
H 4.854181 -0.229885 -4.419619  0.4184
H 2.709525 -1.260495 -4.289762  0.3763
H 2.543722 0.392011 -3.637238  0.4444
H 1.932982 -2.154944 -2.344874  0.5707
H 3.188549 -1.362632 -1.438444  0.0973
H 2.711859 1.349022 -1.122270  0.3428
H 0.960970 2.710054 0.024403  0.4779
H -2.185876 -1.354841 -0.096253  0.4482
H -2.712355 -0.192039 -1.349498  0.2204
H -2.359277 0.505528 1.604633  0.4858
H -3.172086 1.492920 0.394896  0.3091
H -4.023196 -1.305196 1.325193  0.3298
H -4.797025 -0.450284 0.012601  0.3963
H -5.667563 1.253978 1.507896  0.4569
H -6.039511 -0.377478 2.028222  0.1747
H -4.705674 -0.279849 3.921040  0.3050
H -3.645872 1.007828 3.293327  0.1841
H -6.303130 2.068345 3.425112  0.4131
H -6.024977 1.254339 4.939778  0.4259
H -5.173925 3.399285 5.416201  0.4513
H -3.710105 2.544431 4.958100  0.4326
H 0.208183 5.191149 3.099877  0.4058
H -0.585838 -1.381270 -3.805545  0.5005
H -1.429746 -3.625034 -4.544534  0.4409
H -1.737169 -5.396103 -2.845536  0.4223
H -1.212821 -4.889841 -0.463637  0.4690
N -7.648969 -2.634962 1.334203  0.9809
O -6.424172 -2.827684 1.538672  -0.6287
O -8.409774 -3.598099 1.166235  -0.6876
O -8.085980 -1.464261 1.299554  -0.6477

Forces on atoms 1 to 3 (eV/Å):
C 0.0 0.0 0.0
O 0.0 0.0 0.0
C 0.0 0.0 0.2

Calculated values
Multiplicity: 1
Total energy, eV: -57584.24030

---

3.
C5H11N3O2 in the gas phase, computed with the ωB97M-V functional and the def2-TZVPD basis.

Each line ends with the Mulliken charge.
Atoms and positions in Å:
C -3.142516 0.867912 0.371295  -0.8588
N -2.000063 -0.003861 0.220762  -0.1801
C -0.788368 0.486159 -0.145393  0.5329
O -0.593896 1.697757 -0.287155  -0.6782
N 0.219694 -0.433289 -0.312007  0.1366
C 0.083742 -1.821324 0.093015  -1.1506
C 1.396263 -0.044276 -1.047874  -0.6317
C 2.651614 0.150801 -0.206534  0.4464
N 2.577668 1.010461 0.818043  -0.3608
O 3.754781 -0.181446 -0.650774  -0.6089
H -2.918576 1.682130 1.072332  0.2652
H -3.451676 1.311127 -0.587207  0.2783
H -3.975094 0.280733 0.773247  0.3336
H -2.166181 -0.998040 0.212127  0.2088
H -0.203108 -1.896206 1.151002  0.3877
H -0.651397 -2.365196 -0.521723  0.3329
H 1.052510 -2.320628 -0.016869  0.4103
H 1.637333 -0.799155 -1.809407  0.3322
H 1.207399 0.903000 -1.567804  0.3505
H 1.891548 0.850896 1.542689  0.2091
H 3.418329 1.622443 0.898233  0.2446

Forces on atoms 1 to 3 (eV/Å):
C -0.3 0.3 0.1
N -0.2 -0.6 0.2
C 0.3 1.2 0.0

Calculated values
Multiplicity: 1
SMILES string: CNC(=O)N(C)CC(N)=O
Energy relative to the best compared isomer or geometry (same formula, charge and spin), kcal per mole: 10.29
Total energy, eV: -13929.23140

---

4.
A molecular structure, C4H10FN2Zr, computed with the ωB97M-V functional and the def2-TZVPD basis.

Each line ends with the Mulliken charge.
Atoms and positions in Å:
C -0.771760 2.153239 -0.849402  -1.2222
C -0.794583 0.690737 -0.457587  0.4777
F -1.152247 0.655572 1.053373  -0.3230
C 0.553736 0.062663 -0.833392  -0.9590
N 0.948587 -1.282932 -0.515561  -0.0854
C 1.642329 -1.568953 0.650794  -0.2974
N 0.517712 -2.426849 1.086072  -0.2063
H -1.666934 2.392098 -1.419521  0.3799
H 0.086215 2.399743 -1.467483  0.4122
H -0.764807 2.790121 0.033950  0.3502
H -1.602032 0.170136 -0.964786  0.4594
H 0.436679 0.055378 -1.925428  0.3755
H 1.369098 0.745313 -0.571328  0.5646
H 2.545269 -2.160002 0.496671  0.3108
H 1.850478 -0.721564 1.303016  0.3807
H -0.012346 -1.972488 1.826090  0.2450
H -0.112241 -2.746102 0.343672  0.3694
Zr -3.073155 0.763890 2.210850  1.7679

Forces on atoms 1 to 3 (eV/Å):
C -0.7 0.0 0.1
C 0.6 0.6 -1.7
F -0.8 -0.5 0.3

Calculated values
Charge: +3
Multiplicity: 1
Total energy, eV: -11246.99622

---

5.
2 unconnected molecules or ions with the total composition C5H13NO, computed with the ωB97M-V functional and the def2-TZVPD basis.

Each line ends with the Mulliken charge.
Atoms and positions in Å:
C 0.907249 2.285086 -1.631903  -1.1795
C -0.167793 1.287819 -1.363490  0.0982
C 0.052554 0.194856 -0.639171  -0.2281
C -0.851249 -0.989617 -0.561302  -0.8145
C -1.741781 -0.971856 0.686313  -0.4434
N -1.094556 -1.685522 1.846239  -0.6543
H 1.824760 2.000502 -1.113734  0.3047
H 0.617474 3.300152 -1.391355  0.3126
H 1.220212 2.311786 -2.680255  0.2995
H -1.153619 1.463706 -1.787042  0.3326
H 0.982470 0.144055 -0.080350  0.1649
H -1.439692 -1.098816 -1.478495  0.3338
H -0.260785 -1.911398 -0.626322  0.4073
H -2.641306 -1.564642 0.543244  0.3053
H -1.896831 0.052782 0.998529  0.2993
H -1.619345 -2.550715 2.016259  0.2671
H -0.332083 -2.249152 1.445382  0.2231
O 2.786455 0.248424 1.822627  -0.6613
H 2.784750 -0.688702 1.611144  0.3084
H 2.023119 0.421258 2.383688  0.3241

Forces on atoms 1 to 3 (eV/Å):
C 0.4 0.1 -0.1
C 0.1 -0.2 0.1
C 0.3 0.1 -0.4

Calculated values
Multiplicity: 1
SMILES string: C/C=C/CCN.O
Energy relative to the best compared isomer or geometry (same formula, charge and spin), kcal per mole: 42.98
Total energy, eV: -8932.14701

---

Per-record gap between HOMO and LUMO, eV: 9.9194 3.9148 9.7100 6.7771 9.9950